# 1
ORCA calculation (wB97M-V/def2-TZVPD) on a structure of composition C32H48N2O2PS2Si2Sn in a non-equilibrium geometry.

Last column: Mulliken charge in e.
Atoms and positions in Å:
Sn1 0.87 -0.44 0.09  0.902
C1 6.08 -1.24 -3.35  -1.040
C2 6.04 -2.10 -2.11  -0.293
O1 4.82 -2.87 -2.06  -0.386
P1 3.65 -2.60 -1.04  0.897
S1 2.27 -3.96 -1.16  -0.399
S2 3.08 -0.64 -1.27  -0.262
O2 4.49 -2.62 0.34  -0.424
C3 3.86 -2.70 1.61  0.141
C4 3.79 -4.13 2.10  -1.273
H1 7.01 -0.68 -3.36  0.358
H2 5.24 -0.55 -3.36  0.223
H3 6.02 -1.86 -4.24  0.295
H4 6.12 -1.49 -1.21  0.310
H5 6.85 -2.83 -2.12  0.359
H6 2.84 -2.28 1.55  -0.142
H7 4.45 -2.08 2.29  0.311
H8 3.24 -4.74 1.38  0.250
H9 3.29 -4.19 3.07  0.398
H10 4.80 -4.53 2.20  0.356
C5 -0.65 -2.42 -0.09  -1.656
Si1 -2.40 -1.83 -0.02  -0.108
C6 -2.37 -0.44 1.30  -0.882
N1 -1.42 0.64 0.97  0.730
C7 -1.95 1.49 -0.14  0.048
C8 -1.89 2.98 0.16  0.357
C9 -2.66 3.29 1.45  -1.121
C10 -2.20 2.38 2.60  -0.939
C11 -1.08 1.45 2.14  -0.508
C12 -3.62 -3.11 0.66  0.593
C13 -4.87 -2.74 1.16  -0.261
C14 -5.74 -3.67 1.70  -0.767
C15 -5.37 -5.00 1.76  -0.414
C16 -4.13 -5.40 1.28  -0.662
C17 -3.26 -4.46 0.74  -0.319
C18 -2.94 -1.14 -1.69  0.751
C19 -4.24 -0.68 -1.90  -0.114
C20 -4.62 -0.11 -3.10  -0.745
C21 -3.70 -0.01 -4.14  -0.588
C22 -2.41 -0.47 -3.96  -0.762
C23 -2.03 -1.02 -2.74  -0.294
H11 -0.34 -3.00 -0.95  0.568
H12 -0.34 -2.95 0.82  0.591
H13 -2.02 -0.91 2.23  0.492
H14 -3.37 -0.05 1.51  0.455
H15 -2.99 1.22 -0.33  0.320
H16 -1.38 1.28 -1.05  -0.451
H17 -2.33 3.51 -0.69  0.672
H18 -0.86 3.31 0.25  -0.689
H19 -3.73 3.15 1.26  0.374
H20 -2.52 4.34 1.71  0.468
H21 -3.03 1.78 2.98  0.365
H22 -1.81 2.97 3.43  0.506
H23 -0.78 0.77 2.95  0.497
H24 -0.20 2.05 1.88  -0.327
H25 -5.17 -1.70 1.12  0.148
H26 -6.70 -3.36 2.08  0.396
H27 -6.04 -5.73 2.19  0.381
H28 -3.84 -6.44 1.34  0.396
H29 -2.30 -4.78 0.37  0.378
H30 -4.97 -0.76 -1.10  0.277
H31 -5.63 0.25 -3.24  0.425
H32 -4.00 0.43 -5.08  0.389
H33 -1.69 -0.40 -4.76  0.475
H34 -1.01 -1.37 -2.61  0.485
C24 1.42 3.63 2.78  -1.205
Si2 2.30 2.41 1.61  0.377
C25 2.59 0.85 2.66  -0.987
C26 3.99 3.08 1.06  -1.107
N2 1.44 1.90 0.20  0.240
C27 1.03 2.72 -0.82  -0.236
C28 1.01 4.13 -0.72  0.109
C29 0.53 4.92 -1.75  -0.955
C30 0.07 4.35 -2.93  -0.764
C31 0.12 2.97 -3.07  -0.724
C32 0.58 2.18 -2.04  0.060
H35 2.15 4.27 3.28  0.416
H36 0.88 3.10 3.56  0.317
H37 0.71 4.28 2.27  0.307
H38 3.00 1.12 3.63  0.549
H39 3.29 0.19 2.16  -0.047
H40 1.66 0.30 2.84  0.185
H41 4.69 3.15 1.90  0.410
H42 3.90 4.07 0.61  0.314
H43 4.41 2.41 0.31  0.288
H44 1.39 4.60 0.18  0.390
H45 0.51 6.00 -1.64  0.417
H46 -0.32 4.97 -3.73  0.379
H47 -0.22 2.51 -3.99  0.431
H48 0.63 1.09 -2.16  0.327

Results
E = -93587.4758 eV
<S²> = 0.77
Frontier orbital gap (alpha / beta) = 6.3426 / 5.8368 eV
Molecular weight = 762.74 g mol⁻¹
2S+1 = 2

# 2
ORCA calculation (wB97M-V/def2-TZVPD) on an isolated molecule of C8H10O in a non-equilibrium geometry.

Last column: Mulliken charge in e.
Atoms and positions in Å:
C1 -0.36 -0.85 -1.03  -0.324
C2 0.13 -1.65 -0.10  -0.316
C3 -0.99 0.46 -0.81  1.214
C4 -0.85 1.20 0.30  -0.938
C5 0.06 -1.11 1.29  -0.877
C6 0.69 0.22 1.33  0.655
C7 -1.88 1.34 -1.73  -1.436
C8 2.17 0.35 1.00  -1.043
O1 -0.10 1.24 1.48  -0.264
H1 -0.41 -1.20 -2.12  0.258
H2 0.65 -2.62 -0.06  0.339
H3 -0.98 -1.10 1.57  0.347
H4 0.50 -1.83 2.06  0.340
H5 -1.27 1.86 -2.45  0.287
H6 -2.43 2.00 -1.22  0.467
H7 -2.54 0.70 -2.36  0.360
H8 2.42 0.75 -0.01  0.279
H9 2.52 -0.70 1.09  0.312
H10 2.67 0.94 1.77  0.341

Results
E = -10499.4272 eV
Frontier orbital gap (alpha / beta) = 9.1720 / 7.3257 eV
Molecular weight = 122.17 g mol⁻¹
Energy relative to the best compared isomer or geometry (same formula, charge and spin) = 142.4 kcal per mole

# 3
ORCA calculation (wB97M-V/def2-TZVPD) on a cluster of 7 separate species, C29H59BrN7O10 in total in a non-equilibrium geometry.

Last column: Mulliken charge in e.
Atoms and positions in Å:
C1 6.72 3.85 0.01  -0.885
C2 5.94 3.61 -1.19  -0.497
C3 5.29 2.17 -1.59  1.169
C4 5.64 1.14 -0.40  -0.418
C5 4.63 1.26 0.87  0.283
O1 4.51 2.26 1.58  -0.489
Br1 3.46 -0.32 1.32  -0.231
N1 3.85 2.43 -1.80  -0.075
C6 3.06 1.23 -2.18  0.131
C7 1.48 1.35 -1.90  -0.282
C8 1.09 1.75 -0.39  0.450
C9 0.30 3.17 -0.49  -0.178
O2 1.19 4.30 -0.69  -0.409
C10 1.18 4.78 -2.05  -0.534
C11 6.11 1.70 -2.89  -0.164
O3 7.29 2.19 -3.01  -0.718
O4 5.67 0.88 -3.90  -0.632
H1 7.86 3.76 0.05  0.234
H2 6.22 4.11 1.02  0.278
H3 5.82 4.49 -1.91  0.312
H4 5.45 0.09 -0.82  -0.188
H5 6.74 1.14 -0.08  0.654
H6 3.42 2.99 -1.05  0.533
H7 3.17 1.11 -3.32  0.115
H8 3.41 0.25 -1.72  -0.380
H9 0.97 2.02 -2.67  0.085
H10 1.05 0.30 -2.08  0.135
H11 2.01 1.99 0.26  -0.139
H12 0.42 1.00 0.14  0.157
H13 -0.21 3.32 0.53  -0.273
H14 -0.54 3.10 -1.25  0.326
H15 0.57 4.14 -2.78  0.236
H16 2.26 4.78 -2.42  0.186
H17 0.79 5.85 -2.15  0.262
C12 -2.45 0.46 0.08  -0.022
O5 -1.35 0.88 0.37  -0.532
N2 -3.13 -0.51 0.76  0.401
C13 -4.44 -0.96 0.36  -0.507
C14 -2.51 -1.10 1.93  -0.991
H18 -3.01 0.84 -0.79  0.253
H19 -5.15 -0.78 1.17  0.180
H20 -4.40 -2.03 0.14  0.006
H21 -4.78 -0.42 -0.53  0.342
H22 -2.31 -0.32 2.67  0.155
H23 -1.56 -1.57 1.64  0.283
H24 -3.17 -1.86 2.37  0.422
C15 -3.89 -4.99 1.92  0.056
O6 -3.96 -3.78 2.03  -0.527
N3 -3.56 -5.66 0.79  0.152
C16 -3.49 -7.10 0.74  -0.933
C17 -3.25 -4.90 -0.41  -0.880
H25 -4.10 -5.65 2.77  0.265
H26 -2.48 -7.41 0.46  0.338
H27 -4.20 -7.46 -0.01  0.329
H28 -3.75 -7.54 1.70  0.289
H29 -2.41 -4.23 -0.21  0.302
H30 -4.12 -4.29 -0.68  0.212
H31 -3.01 -5.57 -1.24  0.366
C18 -4.02 2.77 4.28  0.199
O7 -4.46 2.31 3.25  -0.603
N4 -2.80 3.36 4.43  0.175
C19 -2.35 3.88 5.70  -0.945
C20 -1.92 3.46 3.28  -0.837
H32 -4.60 2.74 5.22  0.172
H33 -2.15 4.95 5.60  0.329
H34 -1.43 3.36 6.00  0.338
H35 -3.10 3.74 6.48  0.311
H36 -2.43 4.04 2.50  0.275
H37 -1.72 2.46 2.89  0.146
H38 -0.99 3.95 3.55  0.422
C21 -6.55 -1.22 6.39  0.070
O8 -5.77 -1.93 5.79  -0.555
N5 -7.10 -0.07 5.91  0.187
C22 -8.02 0.72 6.69  -0.916
C23 -6.74 0.38 4.57  -0.887
H39 -6.89 -1.47 7.41  0.255
H40 -8.97 0.80 6.15  0.324
H41 -7.60 1.72 6.83  0.299
H42 -8.20 0.27 7.67  0.309
H43 -7.01 -0.39 3.85  0.341
H44 -5.66 0.53 4.53  0.158
H45 -7.25 1.31 4.33  0.394
C24 1.29 -1.53 -5.06  0.057
O9 0.64 -1.13 -4.12  -0.616
N6 1.59 -0.81 -6.18  0.175
C25 2.38 -1.36 -7.26  -0.978
C26 1.11 0.55 -6.28  -0.828
H46 1.71 -2.55 -5.09  0.344
H47 3.28 -0.75 -7.40  0.340
H48 1.78 -1.34 -8.18  0.361
H49 2.67 -2.39 -7.05  0.298
H50 1.51 1.14 -5.44  0.180
H51 0.02 0.56 -6.22  0.295
H52 1.43 1.00 -7.22  0.389
C27 3.66 -3.17 -2.31  0.519
O10 2.89 -3.90 -1.73  -0.697
N7 5.02 -3.25 -2.25  0.148
C28 5.88 -2.33 -2.97  -0.983
C29 5.62 -4.30 -1.45  -1.039
H53 3.31 -2.34 -2.95  0.013
H54 6.50 -2.90 -3.67  0.394
H55 6.52 -1.81 -2.25  0.336
H56 5.29 -1.60 -3.52  0.323
H57 5.29 -5.27 -1.82  0.287
H58 5.30 -4.19 -0.42  0.304
H59 6.71 -4.24 -1.51  0.401

Results
E = -131972.3534 eV
Frontier orbital gap = 5.4578 eV
Molecular weight = 745.73 g mol⁻¹
Charge = -1